# 1
A cluster of 2 separate species, C2H2N2O2S in total at a distorted geometry. Source: OMol25; level of theory: wB97M-V/def2-TZVPD.

Geometry as XYZ:
```
9
Properties=species:S:1:pos:R:3:forces:R:3:lowdin_charge:R:1
C -0.429 1.264 0.047 -0.8 0.8 0.4 -0.29
C -0.597 -0.017 -0.521 2.5 -0.7 1.5 -0.53
N -0.297 2.277 0.583 0.0 -0.4 -0.3 0.19
N 1.396 -0.441 -0.045 -3.1 -0.5 0.4 -0.34
O 2.194 0.328 -0.458 0.8 -0.1 0.0 0.09
O 1.435 -1.364 0.727 0.8 0.5 -0.6 0.04
S -1.565 -1.292 0.041 -0.2 0.2 0.4 0.91
H -0.438 -0.174 -1.506 0.7 0.4 -3.2 0.03
H -1.699 -0.583 1.132 -0.7 -0.3 1.3 -0.10
```
Positions in Å, forces in eV/Å.

Output
E_LUMO (spin up / spin down)   -1.0 / -1.1 eV
Orbital gap (spin up / spin down)   8.35 / 8.36 eV
Largest force on an atom   0.0649 hartree/bohr
HOMO level (spin up / spin down)   -0.345 / -0.346 hartree



# 2
The molecule C2H2N2O3 at a distorted geometry. Source: OMol25; level of theory: wB97M-V/def2-TZVPD.

Geometry as XYZ:
```
9
Properties=species:S:1:pos:R:3:forces:R:3:lowdin_charge:R:1
O -1.116 1.666 0.024 2.8 -2.9 -0.6 0.12
C -0.286 0.748 -0.030 -0.3 4.4 1.7 -0.33
O 1.118 0.928 0.029 -2.5 2.7 -0.4 0.05
N 1.650 -0.271 -0.183 2.3 -2.5 0.6 -0.06
N 0.740 -1.272 0.060 -0.3 -0.4 -0.1 0.15
C -0.381 -0.675 0.107 -2.4 1.6 -1.8 -0.33
O -1.696 -1.014 -0.078 2.0 -0.7 0.9 0.13
H 2.454 -0.348 0.453 -0.4 -0.2 -0.4 0.16
H -1.629 -1.927 0.139 -1.1 -1.9 0.1 0.10
```
Positions in Å, forces in eV/Å.

Output
E_LUMO   0.1 eV
Structure (SMILES)   O=c1o[nH]nc1O
Orbital gap   9.80 eV
Largest force on an atom   0.0909 hartree/bohr
HOMO level   -0.356 hartree



Energy above the lowest of the compared OMol25 structures with the same formula, charge and spin (computed, kcal/mol): 110.48 65.35